Entry 1:
C15H15BrN4O3S2V | ωB97M-V/def2-TZVPD

The geometry in XYZ format:
```
41
Properties=species:S:1:pos:R:3:nbo_charge:R:1
V -0.297 -0.763 1.065 1.091
S 2.036 -0.592 1.198 0.039
C 2.913 -2.064 1.317 -0.314
C 4.333 -1.998 1.434 0.232
N 5.475 -1.900 1.526 -0.227
C 2.169 -3.194 1.316 -0.249
S 0.464 -3.057 1.207 0.171
C 2.746 -4.502 1.412 0.222
N 3.193 -5.557 1.489 -0.199
N -0.306 4.345 1.155 -0.493
C 0.071 3.735 -0.168 -0.237
C -0.199 2.240 -0.139 -0.281
N 0.439 1.545 0.990 -0.605
C 0.142 2.190 2.279 -0.269
C 0.428 3.682 2.291 -0.239
H -1.315 4.252 1.300 0.437
H -0.104 5.346 1.147 0.446
H 1.124 3.967 -0.327 0.230
H -0.521 4.219 -0.942 0.250
H 0.176 1.813 -1.070 0.262
H -1.274 2.041 -0.088 0.232
H 1.450 1.602 0.856 0.406
H 0.757 1.717 3.045 0.260
H -0.903 1.992 2.523 0.250
H 1.485 3.914 2.158 0.230
H 0.081 4.131 3.220 0.251
O -1.530 0.150 1.541 -0.533
Br 0.897 0.129 -3.196 0.079
C -0.527 -1.091 -2.957 -0.105
C -1.145 -1.677 -4.051 -0.212
C -2.177 -2.584 -3.837 -0.173
C -2.588 -2.914 -2.555 -0.138
C -1.967 -2.324 -1.458 -0.166
C -0.958 -1.416 -1.683 -0.067
C -2.371 -2.723 -0.070 0.772
O -3.231 -3.527 0.158 -0.526
O -1.713 -2.081 0.896 -0.648
H -0.818 -1.432 -5.052 0.244
H -2.654 -3.045 -4.691 0.239
H -3.375 -3.633 -2.374 0.259
H -0.409 -0.936 -0.866 0.080
```

E_HOMO (spin up / spin down): -11.4 / -11.4 eV
DFT total energy: -145292.46592 eV
net charge: +1
orbital gap (spin up / spin down): 0.22145 / 0.22162 hartree
E_LUMO (spin up / spin down): -0.1991 / -0.1989 hartree
max |F|: 0.0389 hartree/bohr

***

Entry 2:
C15H15Cl2FNOS | ωB97M-V/def2-TZVPD

The geometry in XYZ format:
```
36
Properties=species:S:1:pos:R:3:nbo_charge:R:1
Cl 9.511 2.460 -0.877 0.034
C 10.011 4.093 -0.750 0.175
N 9.147 4.902 -0.164 -0.456
F 7.147 2.994 2.554 -0.307
C 9.561 6.101 0.166 0.181
Cl 8.468 6.928 1.205 0.010
C 10.785 6.641 -0.263 -0.268
C 11.653 5.868 -1.037 -0.141
C 11.267 4.532 -1.227 -0.262
H 11.026 7.660 0.074 0.243
H 12.600 6.239 -1.437 0.246
H 11.887 3.777 -1.701 0.241
C 5.162 5.084 3.169 -0.745
S 5.049 3.467 4.034 0.800
C 3.335 2.994 3.548 -0.729
C 5.920 2.388 2.689 0.072
C 6.265 0.915 2.907 0.517
C 6.879 0.162 1.730 -0.182
C 6.483 0.384 0.393 -0.163
C 6.878 -0.513 -0.613 -0.216
C 7.726 -1.572 -0.286 -0.157
C 8.226 -1.718 1.022 -0.206
C 7.812 -0.857 2.020 -0.143
O 6.191 0.440 4.023 -0.485
H 4.689 5.846 3.800 0.270
H 6.185 5.427 2.962 0.295
H 4.589 4.972 2.248 0.242
H 2.638 3.572 4.168 0.272
H 3.240 3.254 2.492 0.240
H 3.227 1.918 3.729 0.275
H 5.218 2.429 1.848 0.197
H 5.812 1.207 0.156 0.204
H 6.536 -0.357 -1.635 0.235
H 8.071 -2.239 -1.080 0.234
H 8.939 -2.491 1.280 0.236
H 8.115 -0.979 3.070 0.242
```

E_HOMO: -11.5 eV
DFT total energy: -57925.60762 eV
net charge: +1
orbital gap: 0.29888 hartree
E_LUMO: -0.1251 hartree
max |F|: 0.0357 hartree/bohr

***

Entry 3:
C15H15N4O4 | ωB97M-V/def2-TZVPD

The geometry in XYZ format:
```
38
Properties=species:S:1:pos:R:3:nbo_charge:R:1
C -0.183 -0.199 -1.287 -0.234
C -1.072 0.915 -1.514 0.305
N -1.784 1.725 -1.986 -0.336
C 1.275 0.090 -1.454 0.093
C 2.210 -0.971 -1.552 -0.201
C 3.577 -0.723 -1.741 -0.172
C 4.052 0.597 -1.786 -0.200
C 5.476 0.864 -1.852 0.298
N 6.630 1.063 -1.956 -0.345
C 3.137 1.648 -1.806 -0.150
C 1.767 1.410 -1.623 -0.213
H -0.444 -1.226 -1.673 0.271
H 1.866 -2.014 -1.487 0.219
H 4.300 -1.546 -1.780 0.222
H 3.507 2.670 -1.875 0.222
H 1.094 2.267 -1.627 0.243
C -2.475 -4.773 -1.081 -0.626
C -1.919 -4.003 0.095 -0.066
O -1.734 -2.603 -0.316 -0.548
C -1.449 -1.784 0.729 0.851
N -0.986 -0.563 0.251 -0.234
N -0.510 0.365 0.995 -0.595
C -1.479 1.241 1.511 0.833
O -2.669 1.258 1.241 -0.720
O -0.878 2.132 2.333 -0.536
C -1.620 3.366 2.584 -0.063
C -0.740 4.163 3.517 -0.621
O -1.554 -2.135 1.901 -0.656
H -2.273 -5.827 -0.853 0.201
H -3.572 -4.644 -1.110 0.208
H -1.999 -4.520 -2.048 0.214
H -2.632 -4.024 0.924 0.204
H -0.958 -4.460 0.426 0.170
H -1.760 3.906 1.634 0.172
H -2.602 3.204 3.042 0.183
H -1.032 5.212 3.482 0.193
H -0.879 3.829 4.559 0.200
H 0.309 4.092 3.184 0.217
```

SMILES string: CCOC(=O)N(/N=C(\[O-])OCC)[C@@H](C#N)c1ccc(C#N)cc1
E_HOMO: -3.6 eV
DFT total energy: -29947.01811 eV
net charge: -1
orbital gap: 0.21277 hartree
E_LUMO: 0.0797 hartree
max |F|: 0.1322 hartree/bohr

***

Entry 4:
C15H15N7O4 | ωB97M-V/def2-TZVPD

The geometry in XYZ format:
```
41
Properties=species:S:1:pos:R:3:nbo_charge:R:1
C -3.318 2.631 -0.963 -0.215
C -2.336 2.523 -1.956 -0.206
C -1.020 2.213 -1.606 -0.214
C -0.682 2.047 -0.261 -0.063
C 0.764 1.818 0.108 -0.080
C 1.462 2.984 0.839 -0.405
C 2.251 2.344 1.990 -0.420
C 1.743 0.904 2.127 -0.216
N 0.947 0.608 0.920 -0.677
C -1.658 2.145 0.738 -0.153
C -2.982 2.422 0.382 -0.218
H -4.345 2.878 -1.236 0.218
H -2.583 2.684 -3.006 0.218
H -0.229 2.101 -2.354 0.219
H 1.331 1.621 -0.808 0.192
H 2.121 3.499 0.132 0.221
H 0.725 3.703 1.214 0.215
H 3.318 2.335 1.747 0.210
H 2.113 2.899 2.924 0.219
H 2.568 0.186 2.202 0.192
H 1.120 0.790 3.030 0.185
H 0.066 0.159 1.166 0.394
H -1.382 2.009 1.789 0.206
H -3.739 2.484 1.165 0.218
O -0.744 -5.956 0.923 -0.315
N -0.053 -5.551 -0.024 0.501
O 0.616 -6.316 -0.760 -0.377
C 0.036 -4.129 -0.326 -0.005
C 0.902 -3.647 -1.299 -0.097
C 1.063 -2.252 -1.473 -0.053
N 1.804 -1.723 -2.586 0.507
O 2.384 -2.494 -3.376 -0.348
O 1.817 -0.473 -2.708 -0.377
C 0.451 -1.330 -0.619 0.160
N -0.494 -1.841 0.238 -0.201
N -1.374 -1.151 1.035 -0.099
N -2.103 -2.036 1.655 0.013
N -1.762 -3.299 1.314 -0.260
C -0.748 -3.194 0.432 0.310
H 1.448 -4.334 -1.939 0.293
H 0.505 -0.262 -0.771 0.307
```

SMILES string: O=[N+]([O-])c1cc([N+](=O)[O-])c2nnnn2c1.c1ccc([C@H]2CCCN2)cc1
E_HOMO: -9.0 eV
DFT total energy: -34410.62260 eV
orbital gap: 0.25707 hartree
E_LUMO: -0.0735 hartree
max |F|: 0.0599 hartree/bohr

***

Entry 5:
C15H15NO4 | ωB97M-V/def2-TZVPD

The geometry in XYZ format:
```
35
Properties=species:S:1:pos:R:3:nbo_charge:R:1
C 2.986 0.753 1.818 -0.407
C 3.757 0.793 0.749 -0.196
C 3.993 -0.348 -0.199 -0.104
H 4.994 -0.760 -0.026 0.206
O 3.135 -1.457 -0.019 -0.483
C 1.793 -1.351 -0.135 0.280
C 1.086 -2.457 0.345 -0.237
C -0.286 -2.517 0.305 -0.175
C -1.019 -1.425 -0.170 -0.127
C -0.318 -0.329 -0.688 -0.269
C 1.064 -0.284 -0.711 0.299
O 1.771 0.740 -1.281 -0.522
C 1.075 1.865 -1.759 -0.250
H 0.509 2.354 -0.961 0.178
H 0.404 1.606 -2.585 0.180
H 1.843 2.545 -2.123 0.204
H -0.888 0.463 -1.142 0.224
C -2.454 -1.485 -0.168 -0.020
C -3.366 -0.495 -0.020 -0.261
C -3.360 0.895 0.391 0.193
N -4.560 1.355 0.471 -0.097
O -5.469 0.386 0.098 -0.342
C -4.816 -0.775 -0.177 0.744
O -5.368 -1.791 -0.500 -0.557
C -2.218 1.749 0.807 -0.653
H -1.814 2.285 -0.051 0.222
H -1.432 1.145 1.252 0.233
H -2.575 2.487 1.521 0.244
H -2.884 -2.475 -0.288 0.234
H -0.801 -3.385 0.684 0.221
H 1.667 -3.271 0.749 0.231
H 3.948 0.016 -1.231 0.201
H 4.296 1.692 0.485 0.205
H 2.862 1.611 2.457 0.204
H 2.446 -0.135 2.105 0.200
```

SMILES string: C=CCOc1ccc(/C=C2/C(=O)ON=C2C)cc1OC
E_HOMO: -8.4 eV
DFT total energy: -25475.43041 eV
orbital gap: 0.27865 hartree
E_LUMO: -0.0286 hartree
max |F|: 0.0216 hartree/bohr

***

Entry 6:
C15H15NOS | ωB97M-V/def2-TZVPD

The geometry in XYZ format:
```
33
Properties=species:S:1:pos:R:3:nbo_charge:R:1
O -0.889 -1.221 1.396 -0.967
N -1.142 0.715 -0.158 -0.617
C -1.349 1.822 0.492 0.349
C 0.643 2.848 4.157 -0.211
C -0.517 2.091 4.183 -0.204
C 1.176 3.304 2.951 -0.193
C -1.109 1.722 2.962 -0.185
C 0.538 2.979 1.744 -0.205
C 0.793 -2.853 -0.569 -0.173
C 0.357 -1.052 -2.149 -0.142
C 1.078 -3.691 -1.656 -0.225
C 0.701 -1.852 -3.219 -0.227
C -0.617 2.201 1.741 -0.138
C 0.405 -1.514 -0.821 -0.289
C 1.033 -3.218 -2.988 0.006
S 0.029 -0.390 0.561 1.370
C -2.409 2.767 -0.011 -0.666
C 1.278 -4.156 -4.162 -0.635
H 1.111 3.118 5.088 0.215
H -0.901 1.725 5.137 0.223
H 2.057 3.941 2.923 0.217
H -1.987 1.066 2.895 0.233
H 0.965 3.352 0.831 0.215
H 0.783 -3.220 0.447 0.235
H 0.060 -0.065 -2.351 0.213
H 1.264 -4.766 -1.471 0.217
H 0.579 -1.434 -4.211 0.212
H -3.349 2.413 0.393 0.245
H -2.430 2.809 -1.118 0.240
H -2.180 3.772 0.362 0.225
H 1.681 -3.607 -5.037 0.219
H 1.995 -4.942 -3.920 0.218
H 0.354 -4.664 -4.422 0.225
```

E_HOMO: -8.6 eV
DFT total energy: -30169.69553 eV
orbital gap: 0.34088 hartree
E_LUMO: 0.0265 hartree
max |F|: 0.0384 hartree/bohr